{
  "formula": "C38H60N6SSiZn",
  "method": "wB97M-V/def2-TZVPD",
  "homo_energy_ev": -6.62,
  "molar_mass_da": 726.48,
  "total_energy_ev": -116451.0799,
  "charge": 0,
  "elements": ["Zn", "C", "C", "N", "N", "C", "N", "S", "C", "C", "C", "C", "C", "N", "H", "H", "H", "H", "H", "H", "H", "H", "H", "H", "C", "C", "C", "C", "C", "C", "C", "C", "C", "C", "C", "C", "N", "C", "C", "C", "C", "C", "N", "C", "C", "C", "C", "H", "H", "H", "H", "H", "H", "H", "H", "H", "H", "H", "H", "H", "H", "H", "H", "H", "H", "H", "H", "H", "H", "H", "H", "H", "H", "H", "H", "H", "C", "Si", "C", "C", "C", "C", "C", "C", "C", "C", "H", "H", "H", "H", "H", "H", "H", "H", "H", "H", "H", "H", "H", "H", "H", "H", "H", "H", "H", "H", "H"],
  "coordinates": [[-0.2622, -0.1812, 0.1458], [3.9573, 0.1420, -1.8402], [2.5467, -0.1226, -1.3284], [2.0792, -0.2956, 0.7720], [2.7287, -0.3777, 1.9757], [2.1013, -0.6656, 3.1380], [2.9111, -0.8244, 4.2160], [0.4740, -0.8609, 3.2529], [1.5560, -0.1692, -2.4321], [1.8922, 0.0900, -3.7668], [0.9179, 0.0307, -4.7432], [-0.3784, -0.2937, -4.3767], [-0.6275, -0.5067, -3.0363], [0.2966, -0.4425, -2.0904], [4.6629, 0.2283, -1.0183], [3.9672, 1.0880, -2.3790], [4.2922, -0.6587, -2.4988], [3.7436, -0.2887, 1.9857], [3.8573, -0.4835, 4.1877], [2.4719, -0.8862, 5.1183], [2.8996, 0.3323, -4.0638], [1.1681, 0.2261, -5.7751], [-1.1749, -0.3666, -5.0982], [-1.6188, -0.7444, -2.6940], [-2.3951, 3.3160, -1.1712], [-1.0329, 2.8277, -1.6626], [-0.9695, 2.9253, -3.1890], [0.0834, 3.6251, -1.0309], [0.0636, 4.9817, -1.2910], [1.0402, 5.8208, -0.8037], [2.0191, 5.2690, -0.0110], [2.0905, 3.9110, 0.2923], [3.2529, 3.6350, 1.2502], [3.0279, 2.5613, 2.3263], [4.5801, 3.4679, 0.4821], [1.1173, 3.0232, -0.2580], [1.0643, 1.6444, -0.1062], [2.2161, 0.8964, -0.0996], [2.4712, -1.2657, -0.2780], [3.7131, -2.0583, 0.0080], [3.3402, -3.3204, 0.2367], [1.8885, -3.3719, 0.0746], [1.4047, -2.2336, -0.2867], [1.0648, -4.5622, 0.4681], [1.8531, -5.8707, 0.3523], [0.7041, -4.3401, 1.9470], [-0.1978, -4.6506, -0.3884], [-3.1835, 2.7093, -1.6106], [-2.5761, 4.3512, -1.4500], [-2.4427, 3.2507, -0.0881], [-0.9196, 1.7785, -1.3807], [-1.2068, 3.9348, -3.5197], [-1.6850, 2.2391, -3.6409], [0.0276, 2.6710, -3.5419], [-0.7345, 5.3965, -1.8876], [1.0272, 6.8793, -1.0110], [2.7627, 5.9296, 0.4159], [3.3810, 4.5727, 1.8038], [3.8716, 1.8727, 2.3655], [2.1141, 2.0084, 2.1461], [2.9399, 3.0220, 3.3085], [4.5938, 2.6032, -0.1793], [5.4148, 3.3752, 1.1780], [4.7547, 4.3456, -0.1388], [3.1363, 1.4477, 0.0928], [4.7086, -1.6580, 0.0481], [3.9669, -4.1463, 0.5117], [2.6444, -5.9245, 1.0960], [2.2885, -5.9823, -0.6380], [1.1770, -6.7036, 0.5270], [1.6004, -4.3696, 2.5657], [0.0288, -5.1243, 2.2831], [0.2254, -3.3758, 2.0887], [0.0513, -5.0087, -1.3862], [-0.6568, -3.6701, -0.4712], [-0.9057, -5.3463, 0.0593], [-2.4421, -2.4440, 1.8806], [-2.5588, -0.8463, 0.8132], [-3.7701, -1.3884, -0.6480], [-3.1358, -2.5996, -1.3361], [-3.9805, -0.2751, -1.6792], [-5.1516, -1.8473, -0.1752], [-3.4075, 0.4491, 2.0191], [-4.3755, 1.3946, 1.3075], [-4.1812, -0.2505, 3.1388], [-2.3095, 1.2893, 2.6667], [-3.4286, -2.7876, 2.1787], [-1.8709, -2.2493, 2.7838], [-1.9509, -3.2546, 1.3551], [-2.0958, -2.4257, -1.5967], [-3.6813, -2.8532, -2.2456], [-3.1728, -3.4625, -0.6783], [-3.0856, 0.3251, -1.8193], [-4.7761, 0.3963, -1.3687], [-4.2708, -0.7015, -2.6405], [-5.0725, -2.6692, 0.5305], [-5.7277, -2.1948, -1.0341], [-5.7131, -1.0460, 0.2955], [-5.2525, 0.8633, 0.9491], [-3.9018, 1.8797, 0.4634], [-4.7174, 2.1668, 1.9978], [-4.9730, -0.8820, 2.7426], [-4.6389, 0.4964, 3.7881], [-3.5216, -0.8617, 3.7468], [-1.7164, 1.8121, 1.9186], [-1.6386, 0.6626, 3.2465], [-2.7446, 2.0279, 3.3384]],
  "forces_ev_per_a": [[-0.2, 0.5, -0.1], [-0.2, -0.1, 0.1], [0.4, 0.1, 0.2], [0.3, -0.1, -0.3], [0.5, -0.2, 0.5], [-0.2, -0.2, 0.1], [0.3, 0.1, -0.2], [-0.5, 0.0, 0.1], [0.1, 0.1, -0.4], [0.0, -0.1, 0.2], [-0.3, -0.1, 0.1], [0.3, 0.0, 0.0], [-0.3, -0.1, -0.1], [0.1, 0.3, 0.4], [0.1, 0.0, 0.1], [0.1, 0.1, 0.0], [0.1, 0.0, -0.1], [-0.4, 0.0, -0.2], [0.1, 0.0, 0.1], [-0.1, 0.0, -0.1], [0.1, 0.0, 0.1], [0.0, 0.0, -0.1], [-0.1, 0.0, -0.1], [-0.2, 0.0, 0.0], [0.2, -0.2, 0.0], [-0.1, 0.0, -0.1], [0.0, -0.2, 0.2], [0.1, -0.1, 0.0], [0.1, 0.0, 0.1], [0.1, 0.1, 0.0], [-0.1, 0.1, -0.2], [0.0, 0.1, 0.2], [0.2, -0.1, -0.1], [-0.1, 0.3, 0.0], [-0.1, 0.1, 0.2], [-0.2, 0.3, -0.2], [-0.5, -0.8, 0.4], [0.4, 0.5, -0.3], [0.4, -0.2, 0.1], [-0.1, -0.5, 0.1], [0.7, 0.6, 0.0], [-0.5, 0.4, -0.2], [-0.4, -1.0, 0.0], [-0.3, -0.3, 0.1], [-0.1, 0.3, 0.0], [0.0, 0.0, -0.2], [0.2, 0.1, 0.1], [-0.2, -0.1, 0.0], [0.0, 0.1, -0.1], [-0.1, 0.0, 0.1], [0.0, 0.1, 0.0], [0.0, 0.1, -0.1], [-0.1, 0.0, -0.1], [0.1, 0.0, -0.1], [-0.1, 0.0, -0.1], [0.0, 0.1, 0.0], [0.1, 0.0, 0.1], [-0.1, -0.1, -0.2], [0.0, 0.0, 0.0], [-0.1, -0.1, 0.1], [0.0, 0.0, 0.1], [0.0, -0.1, 0.0], [0.1, 0.0, 0.1], [0.0, 0.0, 0.0], [0.0, 0.0, 0.0], [0.2, 0.0, 0.0], [0.2, -0.2, 0.0], [0.1, 0.0, 0.1], [0.1, -0.1, -0.1], [0.0, -0.1, 0.0], [0.1, 0.0, 0.1], [-0.1, -0.1, 0.1], [-0.1, 0.0, 0.0], [0.0, 0.0, -0.1], [-0.1, 0.0, 0.0], [-0.1, 0.0, 0.0], [0.1, 0.5, -0.3], [-0.3, -0.3, 0.2], [0.2, 0.2, 0.2], [0.1, 0.1, 0.2], [0.1, 0.0, 0.2], [0.2, 0.1, 0.2], [0.0, -0.1, -0.2], [0.1, -0.3, -0.1], [0.1, 0.0, -0.2], [0.0, -0.2, -0.1], [-0.2, 0.0, 0.0], [0.1, 0.0, 0.2], [0.1, -0.1, -0.1], [0.2, -0.1, -0.1], [-0.1, 0.0, -0.2], [0.1, -0.2, 0.1], [0.1, 0.2, -0.1], [-0.1, 0.2, 0.1], [-0.1, 0.0, -0.2], [-0.1, -0.2, 0.1], [-0.1, -0.1, -0.1], [-0.1, 0.1, 0.1], [-0.2, 0.0, -0.1], [0.0, 0.1, -0.2], [0.0, 0.1, 0.1], [-0.1, -0.1, 0.0], [-0.1, 0.1, 0.1], [0.0, -0.1, 0.2], [0.2, 0.1, -0.1], [0.1, 0.0, 0.1], [-0.1, 0.2, 0.1]]
}